[1]
Formula: C5H11N4O2
Source: the Open Molecules 2025 dataset
Level of theory: ωB97M-V/def2-TZVPD

XYZ file:
```
22
Properties=species:S:1:pos:R:3:forces:R:3:lowdin_charge:R:1
O -2.015 0.257 0.332 -0.661 0.188 -1.241 0.0353
O 2.439 -0.783 0.400 0.662 1.316 -0.056 0.1380
N 1.496 -0.047 0.308 -4.281 -2.831 0.394 -0.1052
N 1.241 1.210 0.131 1.348 0.085 -0.178 -0.1048
N 0.081 -0.659 0.432 2.946 3.741 -0.653 0.1076
N -0.025 1.515 -0.008 -2.614 0.011 0.399 0.1820
C 2.254 2.227 -0.054 1.799 -1.443 -0.978 0.0723
C -0.744 0.422 0.213 2.068 -1.175 0.331 -0.3462
C -0.149 -2.726 -0.909 3.677 -3.169 1.545 -0.0255
C -0.005 -2.066 0.509 -0.444 -1.300 0.419 -0.1689
C -2.836 1.477 0.126 2.241 0.801 2.530 0.0562
H 2.509 2.774 0.838 -0.149 -0.010 0.312 0.1120
H -0.849 -2.198 1.168 -0.946 -0.356 -0.248 0.1318
H -0.650 -2.049 -1.496 -0.874 1.537 -1.780 0.0304
H 2.022 2.845 -0.893 -0.837 0.591 -0.209 0.1029
H 0.923 -3.101 -1.345 -2.531 1.520 0.904 0.1413
H -3.297 1.621 -0.807 -0.722 -0.882 -1.257 0.0853
H 0.761 -2.376 1.250 0.271 -0.149 -1.148 0.1456
H -2.055 2.272 0.185 -1.232 -0.074 0.372 0.0929
H -3.484 1.421 1.009 -0.074 0.513 -0.678 0.1166
H -0.715 -3.680 -0.934 0.108 0.706 0.562 0.0861
H 3.098 1.643 -0.455 0.246 0.380 0.660 0.1140
```
Positions in Å, forces in eV/Å.

Its SMILES is CCn1c(OC)nn(C)[n+]1=O. As for the charge: +1. The LUMO energy is -4.24 eV.

***

[2]
Formula: C6H9N
Source: the Open Molecules 2025 dataset
Level of theory: ωB97M-V/def2-TZVPD

XYZ file:
```
16
Properties=species:S:1:pos:R:3:forces:R:3:lowdin_charge:R:1
N -1.659 -0.455 -0.302 -0.026 0.179 -0.027 0.0589
C 0.597 -0.229 -1.357 0.083 0.015 0.045 -0.0590
C -0.321 1.604 0.280 0.039 -0.025 0.049 -0.0030
C 1.838 -0.783 0.982 -0.069 -0.002 -0.478 0.0123
C -0.427 0.256 -0.372 -0.222 0.365 -0.129 -0.4375
C 0.986 -0.763 -0.033 0.416 -0.033 0.250 -0.3548
C -0.719 -1.180 0.557 -0.060 -0.358 0.351 -0.0926
H 0.202 -0.921 -2.101 0.041 0.044 0.093 0.1197
H -0.597 1.545 1.337 0.022 -0.003 -0.132 0.0959
H 2.869 -0.795 0.588 -0.136 0.004 0.068 -0.0027
H -0.701 -0.948 1.619 -0.022 0.014 -0.184 0.1156
H -2.326 0.074 0.255 0.071 -0.044 -0.047 0.1124
H -1.007 2.298 -0.222 0.061 -0.137 0.036 0.0952
H 1.241 0.545 -1.774 -0.092 -0.110 0.109 0.1229
H 0.698 1.993 0.220 -0.131 -0.096 -0.007 0.0961
H -0.674 -2.242 0.325 0.026 0.187 0.004 0.1205
```
Positions in Å, forces in eV/Å.

The LUMO energy is 0.80 eV.

***

[3]
Formula: C18H12Cl5N6OSTi
Source: the Open Molecules 2025 dataset
Level of theory: ωB97M-V/def2-TZVPD

XYZ file:
```
44
Properties=species:S:1:pos:R:3:forces:R:3:lowdin_charge:R:1
Ti -0.448 -0.831 0.238 -0.072 -0.325 -0.339 0.7172
Cl 1.234 1.102 -6.047 -0.004 0.006 0.017 0.6500
Cl 0.849 -2.833 -2.381 0.012 -0.014 -0.010 0.6784
Cl 1.590 -1.888 -5.249 0.006 0.000 -0.011 0.6492
Cl 0.141 3.146 -3.961 -0.005 0.019 0.001 0.6517
Cl -0.596 2.191 -1.097 0.034 0.072 -0.010 0.7001
S -2.772 -0.389 0.080 0.043 -0.045 0.079 0.6093
O 0.876 0.196 1.113 0.100 0.099 0.020 -0.1766
N -0.521 -0.696 2.780 -0.070 0.114 0.465 0.1307
N 0.916 -3.632 2.832 -0.177 0.077 -0.164 0.0876
N -1.606 1.165 3.460 0.020 0.140 0.053 -0.0955
N -0.425 -3.548 4.916 -0.003 0.009 -0.021 0.0843
N -2.002 -0.889 4.593 0.097 -0.064 0.103 0.1668
N -0.046 -2.800 0.735 0.247 -0.057 0.118 0.0542
C -2.968 -1.948 -0.761 -0.042 0.017 -0.011 -0.6782
C -3.189 -4.418 -2.055 -0.009 -0.007 0.020 -0.1052
C 0.151 -0.289 -1.835 -0.017 0.240 -0.062 -0.2474
C -2.861 -3.280 -2.776 0.008 0.042 0.002 -0.1026
C -1.367 -0.180 3.616 0.098 -0.074 -0.217 -0.4376
C 0.987 -0.756 -4.093 -0.015 0.001 0.031 -0.7098
C -3.301 -3.100 -0.044 0.010 0.010 -0.013 -0.1329
C 0.168 -3.566 3.919 0.088 -0.015 0.151 -0.3936
C 0.018 1.034 -2.244 0.023 -0.070 -0.012 -0.6765
C 0.401 -3.162 1.761 -0.093 -0.219 -0.064 -0.3337
C 0.827 0.579 -4.452 0.016 -0.022 -0.044 -0.7092
C -2.818 1.837 3.858 0.009 -0.009 -0.029 -0.0540
C -3.413 -4.320 -0.687 0.003 -0.016 -0.017 -0.0951
C -2.757 -2.051 -2.135 -0.019 -0.038 -0.025 -0.1370
C 0.650 -1.156 -2.801 -0.038 -0.010 0.053 -0.6950
C -0.847 1.626 2.299 -0.096 -0.026 0.047 -0.0972
C -0.253 0.320 1.819 -0.009 0.121 -0.059 -0.6637
C 0.338 1.489 -3.520 0.001 -0.021 -0.006 -0.7091
H -2.199 -0.374 5.436 -0.015 -0.007 -0.007 0.0897
H -3.259 -5.377 -2.552 -0.001 0.003 -0.002 0.0929
H -2.497 -1.162 -2.695 -0.001 -0.002 0.000 0.0994
H -3.379 1.214 4.550 -0.011 0.003 0.010 0.0741
H -2.601 2.790 4.347 0.009 0.000 -0.004 0.0821
H -3.445 -3.025 1.027 0.000 0.000 -0.004 0.1011
H -0.068 2.345 2.576 -0.001 0.029 0.020 0.1277
H -3.659 -5.206 -0.113 0.000 0.000 -0.002 0.0975
H -3.460 2.031 2.992 -0.008 -0.003 -0.012 0.0880
H -1.510 2.091 1.565 -0.016 0.019 -0.001 0.0815
H -1.559 -1.790 4.771 -0.099 0.028 -0.046 0.0365
H -2.671 -3.344 -3.840 -0.003 -0.004 -0.002 0.1003
```
Positions in Å, forces in eV/Å.

As for the charge: -1. The LUMO energy (alpha / beta) is 2.42 / 2.42 eV.

***

[4]
Formula: Cs4Li2MnN7O29P2
Source: the Open Molecules 2025 dataset
Level of theory: ωB97M-V/def2-TZVPD

XYZ file:
```
45
Properties=species:S:1:pos:R:3:forces:R:3:mulliken_spin:R:1
Cs 13.335 6.003 13.205 -0.076 0.517 -0.314 0.0000
Cs 12.483 13.020 6.219 -0.293 -0.153 -0.400 -0.0037
Cs 11.385 13.970 17.457 -0.193 0.356 -1.071 0.0001
Cs 18.560 13.983 12.015 -1.333 0.635 -0.424 -0.0014
Mn 8.382 15.996 7.991 -0.709 0.903 1.234 4.8427
P 10.322 16.106 13.529 -5.641 -1.213 -3.155 -0.0013
P 8.058 17.640 9.825 -3.572 2.094 -1.294 -0.0445
O 12.881 12.132 19.477 -3.655 0.216 -6.235 0.0000
O 14.826 11.017 6.195 -1.300 -0.254 0.707 0.0000
O 9.977 15.179 6.538 0.472 -0.233 -0.115 0.0251
O 13.101 4.174 15.062 -0.652 -0.246 2.445 0.0000
O 7.841 18.820 8.676 0.858 -3.190 2.726 0.0252
O 10.821 15.194 14.581 3.235 -1.110 3.785 0.0001
O 3.535 12.079 5.202 -3.963 1.682 -7.323 0.0000
O 7.876 15.085 6.152 -0.090 -0.362 -0.660 0.0325
O 12.826 11.686 21.535 0.834 1.907 -0.501 0.0000
O 19.429 11.509 13.290 0.624 -0.022 -0.884 0.0000
O 11.500 4.732 16.501 2.312 -0.980 -0.491 0.0000
O 13.183 11.913 2.020 -0.118 -3.788 2.105 0.0000
O 9.185 15.199 12.844 1.653 1.410 -0.700 0.0009
O 14.390 10.160 8.126 1.352 -0.339 1.876 0.0000
O 14.495 12.771 20.574 1.899 1.882 1.170 0.0000
O 20.999 11.443 11.763 -0.027 -0.643 -0.534 0.0000
O 9.171 13.552 5.394 0.678 -3.008 -2.416 0.0058
O 9.387 17.271 14.091 2.848 0.514 0.933 0.0001
O 12.812 10.164 6.720 1.238 0.898 -0.807 0.0000
O 12.644 9.673 2.214 -2.653 -0.003 -2.060 0.0000
O 7.632 18.062 11.268 1.510 0.046 -2.287 0.0033
O 20.808 13.175 13.054 0.248 -1.257 -0.261 -0.0001
O 4.652 11.476 6.724 2.245 1.064 0.712 0.0000
O 13.589 4.411 17.265 -2.712 -0.420 -3.108 0.0000
O 4.379 9.977 5.460 -1.249 -4.715 -6.462 0.0000
O 11.380 16.569 12.422 -0.012 0.156 1.376 -0.0001
O 9.534 17.030 9.502 -0.908 -0.206 0.375 0.0577
O 6.979 16.400 9.452 3.282 1.418 -0.951 0.0817
O 14.097 10.344 3.476 0.388 2.486 0.269 0.0000
N 9.017 14.560 5.946 -0.762 3.064 2.883 -0.0226
N 12.700 4.401 16.294 1.093 1.187 1.412 0.0000
N 13.379 12.307 20.512 0.850 -3.856 5.581 0.0000
N 20.419 11.989 12.676 0.415 1.234 2.099 0.0001
N 4.211 11.160 5.513 2.679 1.747 12.938 0.0000
N 14.031 10.449 7.005 -1.040 -0.315 -1.114 0.0000
N 13.255 10.639 2.613 2.422 1.360 -0.693 0.0000
Li 8.489 17.599 12.711 -0.520 -0.668 -0.551 0.0011
Li 11.374 16.485 10.709 -1.657 0.206 0.186 -0.0026
```
Positions in Å, forces in eV/Å.

As for the charge: -5. The LUMO energy (alpha / beta) is 5.28 / 5.28 eV. Its multiplicity is 6.

***

[5]
Formula: C17H20BBeClN6
Source: the Open Molecules 2025 dataset
Level of theory: ωB97M-V/def2-TZVPD

XYZ file:
```
46
Properties=species:S:1:pos:R:3:forces:R:3:lowdin_charge:R:1
Cl -0.458 2.383 3.489 0.004 0.521 -0.082 0.7090
N 1.340 -0.613 -1.015 2.009 -0.123 -1.485 0.0081
N -1.059 -0.006 -1.698 -1.094 -0.874 -1.466 0.0557
N 1.772 -0.105 -2.247 -0.291 -1.305 0.803 0.0251
N 0.759 2.161 -1.864 -1.369 -0.007 0.905 0.0217
N -0.497 0.386 -2.909 -0.799 0.165 0.475 -0.0020
N 0.186 1.859 -0.627 1.918 1.288 -0.619 -0.0013
C -0.700 -1.259 5.096 -0.028 0.209 -0.133 -0.1104
C -2.518 -0.354 -3.370 -0.761 0.001 -0.872 -0.0711
C -0.006 -2.059 4.182 0.145 0.377 -0.276 -0.1060
C 0.584 -1.488 3.054 -0.466 0.293 0.748 -0.0821
C 0.482 -0.101 2.798 -0.463 -0.159 0.836 -0.3349
C -0.002 4.046 -0.981 0.187 0.277 -0.152 -0.0457
C -1.827 -2.027 0.870 0.133 0.334 -0.072 -0.0283
C -0.154 3.018 -0.051 -0.245 -0.656 -0.682 -0.0868
C 2.783 -2.060 -1.942 -0.421 0.488 -0.005 -0.0403
C -2.294 -0.483 -2.009 1.576 0.761 -0.039 -0.1020
C -0.248 0.694 3.735 0.318 -1.869 -0.036 -0.6182
C 2.005 -1.766 -0.809 -0.326 0.945 -1.087 -0.0744
C 2.581 -1.006 -2.834 -0.206 -0.159 1.182 -0.0508
C -0.828 0.121 4.868 0.270 -0.477 -0.273 -0.1235
C -1.382 0.238 -3.913 0.069 -0.666 0.798 -0.0604
C 1.060 0.418 1.581 -0.207 -0.104 -1.206 -0.1260
C 0.551 3.461 -2.101 0.348 0.022 -0.085 -0.0733
B 0.944 1.022 -2.898 -1.133 -0.306 1.130 -0.4575
Be 0.142 0.227 -0.199 0.834 0.987 0.650 0.1893
H -0.514 3.062 0.975 0.064 -0.196 -0.433 0.0658
H 2.930 -0.850 -3.838 0.191 0.071 -0.047 0.1233
H 3.374 -2.931 -2.095 0.318 -0.322 -0.080 0.0871
H -0.244 5.080 -0.867 -0.043 0.261 0.122 0.0920
H -2.944 -0.886 -1.256 0.033 0.094 0.053 0.0853
H 1.887 -2.329 0.109 -0.049 0.191 -0.188 0.1114
H 1.311 1.409 -3.970 0.058 -0.161 0.111 0.1194
H -1.133 0.493 -4.941 -0.032 -0.038 0.417 0.1266
H 1.365 1.466 1.664 -0.285 -0.102 -0.101 0.0356
H -2.726 -2.153 0.247 0.423 -0.053 0.287 0.0134
H -1.374 0.755 5.561 0.086 -0.131 -0.073 0.0955
H -2.134 -1.841 1.913 0.270 -0.094 -0.451 0.0374
H 1.971 -0.142 1.312 -0.322 0.108 0.229 0.0496
H -1.144 -1.710 5.982 0.062 0.162 -0.198 0.0938
H -3.418 -0.662 -3.903 0.379 0.202 0.183 0.0984
H -1.240 -1.144 0.492 -0.685 -0.986 0.564 -0.0114
H -1.199 -2.933 0.806 -0.309 0.449 0.072 0.0414
H 0.082 -3.132 4.333 -0.045 0.152 0.110 0.0975
H 0.810 3.857 -3.073 0.066 0.166 0.188 0.1252
H 1.127 -2.116 2.340 -0.183 0.263 0.279 0.0988
```
Positions in Å, forces in eV/Å.

The LUMO energy is 0.60 eV.

***

[6]
Formula: H30NO13
Source: the Open Molecules 2025 dataset
Level of theory: ωB97M-V/def2-TZVPD

XYZ file:
```
44
Properties=species:S:1:pos:R:3:forces:R:3:lowdin_charge:R:1
O 0.408 -0.782 2.741 0.154 0.561 0.451 -0.0399
O -2.469 0.912 1.468 -4.313 -3.987 -3.072 -0.0434
O -2.999 -1.941 -0.390 -0.010 -0.146 0.482 -0.0401
O -2.459 -0.449 -2.415 2.274 -0.277 -1.659 -0.0032
O -1.452 -2.771 2.622 -5.072 0.957 2.164 0.0911
O -0.232 3.475 -1.763 1.446 -0.352 -1.092 -0.0657
O 2.572 1.269 0.629 -0.165 -3.235 -0.239 -0.0500
O 2.734 -2.065 -0.320 -0.494 -0.536 -0.527 -0.0534
O 1.363 2.203 2.741 1.092 -0.406 2.680 -0.0038
O -0.016 3.038 1.121 0.996 2.428 -4.839 -0.1032
O 2.227 0.685 -3.211 4.252 -0.058 3.196 -0.1187
O 0.149 -1.025 -4.501 -4.638 -1.422 0.894 -0.0649
O -0.508 -2.903 0.606 0.007 4.000 0.315 -0.1074
N 0.095 0.052 -0.432 4.367 -6.547 1.394 0.4297
H 0.648 3.493 0.426 -2.792 -1.111 2.596 0.0861
H 3.087 0.399 -2.591 -3.391 0.368 -2.478 0.1436
H 0.514 3.557 -1.142 -0.640 0.089 -0.623 -0.0070
H -2.929 0.338 -2.338 -1.065 2.580 -0.479 0.0166
H -2.248 1.735 1.710 1.940 4.984 1.647 -0.0566
H -2.108 -2.273 -0.192 0.360 -0.220 -0.080 0.0137
H -3.477 -2.054 0.431 -0.461 -0.023 -0.006 0.0545
H 0.567 -0.627 3.704 0.124 -0.535 -1.113 0.1164
H 2.740 2.137 0.311 0.741 0.724 -0.794 0.0307
H -0.650 -1.064 -3.828 1.847 0.029 -2.337 0.0720
H 0.116 0.939 -0.442 2.756 9.405 -0.840 0.0228
H 0.339 -0.236 0.494 0.982 -0.515 0.604 0.0983
H 2.544 1.611 -3.283 -0.797 -0.397 -0.567 0.0451
H 0.674 2.642 1.664 0.130 -0.378 0.613 -0.1400
H 1.177 -1.206 2.328 -0.043 0.003 0.730 0.0726
H 1.177 1.264 2.830 0.092 -0.218 -0.014 0.0356
H 2.928 0.519 0.056 -0.295 2.059 0.807 0.0704
H -1.096 -2.953 1.511 1.259 -1.464 -2.382 -0.0979
H 0.881 2.651 3.461 0.334 -0.232 -0.244 0.1186
H -0.796 0.133 -0.334 -8.735 -1.681 -0.312 0.0350
H 0.494 -0.481 -1.169 0.108 -0.387 -0.895 0.1389
H 2.502 -2.830 -0.886 0.344 0.694 -0.039 0.0720
H -0.424 -3.709 0.221 0.408 -3.751 -1.784 -0.0117
H -0.971 -1.983 2.506 2.715 2.251 0.995 0.0011
H -2.861 -0.929 -1.733 -0.861 -1.935 1.703 -0.0538
H -3.384 1.134 1.013 2.638 -1.110 1.244 0.1338
H 0.775 -0.653 -3.951 2.626 1.471 1.415 -0.0893
H 2.444 -2.415 0.523 0.036 0.012 0.496 0.0215
H -2.309 -2.245 2.447 0.668 -1.844 0.904 0.1576
H 0.239 3.420 -2.639 -0.922 0.153 1.083 0.0722
```
Positions in Å, forces in eV/Å.

As for the charge: +1. The LUMO energy is -3.40 eV.